DFT (wB97M-V/def2-TZVPD) results for a molecular structure, C45H62AsN3NaPS2Si at a distorted geometry.

The geometry in XYZ format:
```
116
Properties=species:S:1:pos:R:3:forces:R:3
Na -1.010872 0.962731 -0.560546 0.6 0.1 0.5
S -3.389372 5.013631 0.904254 0.3 -0.4 0.0
C -3.048472 4.185931 2.390954 0.1 -0.1 -0.3
C -3.499672 4.467031 3.668254 0.0 0.1 0.1
C -3.104572 3.634631 4.701054 -0.1 0.2 0.1
C -2.279372 2.541831 4.454454 0.0 -0.1 0.2
C -1.822672 2.259431 3.182954 -0.1 0.0 -0.1
C -2.206572 3.079431 2.126854 -0.6 0.7 0.9
N -1.862872 2.918031 0.825354 0.4 -0.6 -0.8
C -2.376872 3.788031 0.034354 -0.5 0.6 1.3
C -2.225372 3.865131 -1.385646 0.4 -0.2 -1.4
C -2.887172 4.896431 -2.070546 0.0 0.0 0.3
C -2.783372 5.008531 -3.435746 -0.1 0.1 -0.3
C -2.051572 4.046631 -4.125046 -0.1 0.1 -0.1
C -1.428672 3.027231 -3.432246 0.3 -0.2 0.2
C -1.419772 2.880531 -2.028346 -0.3 0.4 -0.2
H -4.142672 5.318231 3.850754 0.0 0.0 0.0
H -3.447972 3.843131 5.706954 0.0 0.0 0.0
H -1.990972 1.904531 5.278554 0.1 -0.1 0.0
H -1.171672 1.426231 2.989454 0.1 -0.1 -0.1
H -3.487372 5.614331 -1.518946 0.0 0.0 -0.1
H -3.286072 5.809131 -3.970446 0.0 0.0 0.1
H -1.978872 4.110231 -5.207446 0.0 -0.1 0.0
H -0.892572 2.281231 -4.016446 0.0 0.0 -0.2
C 1.178828 0.049431 0.993854 0.1 -0.3 0.7
Si 1.167928 -0.625569 2.673254 -0.3 0.2 -0.4
C -0.325472 -1.815869 2.911454 0.3 0.2 -0.1
N -1.297772 -1.655669 1.840654 -0.3 -0.2 0.1
C -2.555372 -1.029169 2.211254 -0.3 0.4 -0.1
C -3.786772 -1.733969 1.639754 0.1 -0.1 0.1
C -3.762872 -3.220169 1.984554 -0.1 0.1 0.0
C -2.437872 -3.858169 1.534954 0.2 0.1 0.0
C -1.469272 -2.791969 0.982954 -0.1 -0.4 -0.2
C 1.062028 0.757631 3.997454 0.0 -0.2 -0.3
C 1.344628 2.068431 3.638354 0.1 0.1 -0.1
C 1.330328 3.093331 4.564854 0.1 0.3 0.1
C 1.037828 2.825431 5.892054 0.0 0.2 0.1
C 0.759228 1.524731 6.275354 -0.1 0.0 0.3
C 0.769228 0.509731 5.333654 0.0 -0.2 0.1
C 2.686528 -1.527769 3.478054 0.2 0.0 -0.4
C 3.727428 -0.737169 3.976954 -0.3 0.1 0.0
C 4.890228 -1.277969 4.486054 0.3 0.0 0.2
C 5.069728 -2.653569 4.504754 0.1 0.0 0.0
C 4.077828 -3.462269 3.973354 0.3 -0.3 0.2
C 2.921328 -2.905069 3.459254 -0.4 0.2 0.0
H 0.950328 -0.692169 0.226254 -0.1 -0.1 -0.1
H 2.095428 0.570031 0.716354 0.2 0.2 0.0
H -0.813972 -1.650469 3.879254 0.1 0.0 0.2
H 0.026428 -2.851369 2.925154 0.1 -0.1 0.1
H -2.555372 0.000531 1.842854 -0.2 0.1 0.2
H -2.652672 -1.000669 3.309154 0.0 0.1 0.0
H -3.811372 -1.592069 0.559954 -0.1 0.1 0.0
H -4.686772 -1.268369 2.053454 0.1 0.1 -0.1
H -4.614372 -3.723269 1.517054 0.0 0.0 0.1
H -3.874972 -3.331869 3.068554 -0.1 0.0 0.0
H -2.610272 -4.616169 0.766254 0.0 -0.1 0.0
H -1.967072 -4.357869 2.385254 0.1 -0.1 0.0
H -1.841672 -2.427969 0.017754 0.1 -0.1 0.0
H -0.488472 -3.241669 0.810854 0.0 0.0 -0.1
H 1.563428 2.283231 2.603054 -0.1 0.0 -0.2
H 1.543528 4.110631 4.255854 0.0 0.0 0.0
H 1.026628 3.626631 6.623754 0.0 0.0 0.0
H 0.537028 1.305231 7.315354 0.0 0.0 0.0
H 0.556928 -0.504769 5.653854 0.0 -0.1 0.0
H 3.596628 0.336231 3.973954 0.1 0.1 0.1
H 5.661928 -0.629069 4.884254 0.0 0.0 0.0
H 5.971428 -3.085169 4.924854 0.0 0.0 0.0
H 4.212428 -4.538969 3.975754 0.0 0.0 0.0
H 2.167128 -3.563869 3.048854 -0.1 -0.1 -0.1
S -5.543172 1.029131 -1.548146 -1.5 0.6 -0.3
C -4.057372 0.502331 -1.264546 1.1 -0.5 0.3
N -2.988272 0.069031 -1.077146 -0.4 -0.1 0.3
C -3.776472 -1.797869 -3.768546 0.0 0.1 0.1
C -2.720472 -2.599469 -3.024546 -0.1 -0.1 -0.1
As -1.050272 -1.608169 -2.593846 0.4 -0.8 -0.4
C 0.024128 -3.309069 -2.456946 -0.1 0.1 0.0
C 1.350928 -3.098769 -1.747546 -0.1 0.0 0.0
C -0.564972 -1.090369 -4.461546 -0.1 0.0 0.0
C -0.696772 -2.112269 -5.580746 0.0 0.0 0.1
H -4.685472 -2.389569 -3.916746 0.0 0.0 0.0
H -3.421772 -1.475369 -4.747546 0.0 0.0 -0.1
H -4.038072 -0.910369 -3.197746 -0.1 0.0 -0.1
H -2.456872 -3.498769 -3.599746 0.1 0.1 0.2
H -3.146372 -2.933769 -2.073446 0.2 0.0 0.0
H 0.195428 -3.753969 -3.441646 -0.2 0.0 0.0
H -0.584472 -4.017669 -1.881846 -0.1 0.1 -0.1
H 1.960928 -2.375769 -2.287746 0.1 0.0 0.1
H 1.911828 -4.033069 -1.656946 0.0 0.0 0.0
H 1.178928 -2.694569 -0.750346 0.2 0.0 0.1
H 0.465728 -0.730469 -4.415646 0.0 0.1 0.1
H -1.193372 -0.224269 -4.689746 0.1 0.0 0.1
H -0.014572 -2.950169 -5.441346 0.0 -0.1 0.0
H -0.470572 -1.658469 -6.550846 0.0 0.0 0.0
H -1.709572 -2.510369 -5.633646 0.0 -0.1 0.0
C 3.108728 3.002331 -3.798746 -0.1 -0.1 0.2
C 2.156228 2.137031 -2.979346 0.0 -0.3 0.0
P 2.568528 0.339231 -2.721646 0.7 0.7 -0.3
C 4.144528 0.570731 -1.729546 -0.3 -0.2 -0.1
C 4.595228 -0.706569 -1.034246 0.0 0.1 0.0
C 3.318828 -0.028669 -4.409146 -0.2 0.0 0.4
C 3.580528 -1.514069 -4.610746 0.0 0.1 0.0
H 2.813228 4.046631 -3.709946 0.0 0.1 0.0
H 3.077228 2.741331 -4.855046 0.1 0.0 -0.1
H 4.136628 2.916531 -3.449246 0.1 0.0 0.0
H 1.160628 2.159231 -3.421146 -0.1 0.1 0.1
H 2.039128 2.546231 -1.975046 -0.1 0.0 0.1
H 3.898528 1.310131 -0.964146 0.0 0.1 0.0
H 4.949228 0.971231 -2.354746 -0.1 0.1 0.0
H 3.776228 -1.110169 -0.443846 -0.1 -0.1 0.1
H 5.429928 -0.499169 -0.364546 0.1 -0.1 0.1
H 4.916128 -1.461369 -1.750646 0.0 -0.1 0.0
H 4.247228 0.529931 -4.553546 -0.1 0.1 0.0
H 2.591828 0.315131 -5.147746 0.0 0.1 -0.1
H 4.275128 -1.884769 -3.860746 0.1 -0.1 0.0
H 4.006328 -1.704369 -5.597346 0.0 -0.1 0.0
H 2.656528 -2.077769 -4.513646 -0.1 -0.2 0.0
```
Forces are in eV/Å.

LUMO ... 3.740 eV
Maximum force ... 0.0325 Eh/bohr
E_HOMO ... -0.05267 Eh
Kohn-Sham gap ... 5.17 eV
Total charge ... -2

Here are the Mulliken charges for atoms 1 to 2, given in e:
1. Na 0.528
2. S -0.571

=====

DFT (wB97M-V/def2-TZVPD) results for a molecular structure, C45H62BaBrClF4GeNO4P2S at a distorted geometry.

The geometry in XYZ format:
```
123
Properties=species:S:1:pos:R:3:forces:R:3
Ba 0.676793 0.527087 0.508722 -1.0 -1.5 1.0
F 8.040613 -0.236066 4.103333 0.0 0.0 0.0
C 6.726112 -0.218679 3.955701 0.2 0.0 0.0
C 5.912085 0.062709 5.035418 0.0 0.0 0.1
F 6.439842 0.313587 6.224551 0.0 0.0 0.0
C 4.542331 0.069773 4.852488 -0.1 0.0 0.0
F 3.780097 0.326183 5.917910 0.0 0.0 0.0
C 3.952829 -0.184818 3.621631 0.0 0.0 0.0
P 2.148090 -0.168310 3.421758 -0.4 -0.1 -0.6
C 1.504591 -1.556375 4.396376 0.1 0.1 0.2
C 1.255102 -2.741166 3.704561 0.0 0.0 0.0
C 0.768157 -3.854614 4.374234 0.0 0.0 0.0
C 0.512884 -3.782458 5.735746 0.0 0.0 0.0
C 0.754152 -2.603696 6.431297 0.0 0.0 0.0
C 1.254815 -1.494702 5.767873 0.0 0.0 0.0
C 1.562502 1.378571 4.165955 0.0 0.0 0.1
C 0.250228 1.458601 4.639343 0.0 0.0 0.0
C -0.276564 2.677569 5.040912 0.0 0.0 0.0
C 0.494220 3.829339 4.967980 0.0 0.0 0.0
C 1.793520 3.758057 4.486480 0.0 0.0 0.0
C 2.323876 2.542717 4.081379 0.0 0.0 0.0
C 4.796600 -0.477038 2.543790 0.1 0.0 0.1
Br 4.175403 -0.914811 0.816345 -0.1 0.0 0.0
C 6.168243 -0.490942 2.717038 0.0 0.0 -0.1
F 6.990608 -0.767717 1.710810 0.0 0.0 0.0
H 1.457576 -2.794170 2.639328 0.0 0.0 0.0
H 0.587418 -4.773453 3.833680 0.0 0.0 0.0
H 0.128311 -4.647234 6.258891 0.0 0.0 0.0
H 0.560140 -2.553776 7.493810 0.0 0.0 0.0
H 1.454541 -0.579790 6.310333 0.0 0.0 0.0
H -0.356634 0.565359 4.714924 0.0 0.0 0.0
H -1.288551 2.721807 5.420491 0.0 0.0 0.0
H 0.085663 4.777804 5.287327 0.0 0.0 0.0
H 2.399579 4.651124 4.423824 0.0 0.0 0.0
H 3.334912 2.506152 3.693303 0.0 0.0 0.0
O 3.100898 3.530589 -1.264507 -0.1 -0.1 0.1
Cl 2.326057 2.559622 -0.602626 0.8 1.0 -0.5
O 0.917570 2.913547 -0.521768 -0.3 0.5 -0.2
O 2.355744 1.273318 -1.296034 0.4 -0.2 -0.5
O 2.754734 2.312141 0.756088 0.3 0.1 0.2
C -5.965689 2.602645 -0.063617 0.0 0.0 0.0
C -5.614717 1.944276 -1.406727 0.0 0.0 0.0
C -4.262274 1.216742 -1.355928 0.0 0.0 0.0
C -4.033024 0.620440 0.037233 0.0 0.0 0.0
C -3.880142 1.767294 1.063177 0.0 0.0 0.0
C -4.694562 3.009660 0.669580 0.0 0.0 0.0
P -2.553364 -0.470766 0.061933 0.4 0.1 0.0
C -2.651114 -1.499480 1.598984 0.0 -0.1 -0.1
C -4.021346 -2.142741 1.928889 0.0 0.0 0.0
C -4.674954 -1.487256 3.140934 0.0 0.0 0.0
C -3.812255 -1.666119 4.396367 0.0 0.0 0.0
C -2.308766 -1.591423 4.076663 0.0 0.0 0.0
C -2.066957 -0.763380 2.817445 0.0 0.1 0.1
C -2.734615 -1.722981 -1.287333 0.0 0.0 0.0
C -4.156858 -2.256345 -1.589166 0.0 0.0 0.0
C -4.343491 -2.564331 -3.077376 0.0 0.0 0.0
C -3.131179 -3.296194 -3.643673 0.0 0.0 0.0
C -1.841545 -2.452370 -3.515152 0.0 0.0 0.0
C -2.029272 -1.263254 -2.573297 -0.1 0.0 0.0
H -6.530285 1.906629 0.563768 0.0 0.0 0.0
H -6.617547 3.461337 -0.223707 0.0 0.0 0.0
H -5.583294 2.696836 -2.196478 0.0 0.0 0.0
H -6.398338 1.237155 -1.687140 0.0 0.0 0.0
H -3.443901 1.909750 -1.577777 0.0 0.0 0.0
H -4.230288 0.453160 -2.132436 0.0 0.0 0.0
H -4.915492 0.029026 0.304086 0.0 0.0 0.0
H -2.824632 2.046187 1.164595 0.0 0.0 0.0
H -4.196142 1.417820 2.047873 0.0 0.0 0.0
H -4.098391 3.657248 0.020963 0.0 0.0 0.0
H -4.920179 3.596735 1.560488 0.0 0.0 0.0
H -1.944932 -2.308861 1.369335 0.0 0.0 0.0
H -3.878863 -3.206992 2.136046 0.0 0.0 0.0
H -4.687536 -2.096301 1.067896 0.0 0.0 0.0
H -5.668711 -1.905416 3.304183 0.0 0.0 0.0
H -4.830442 -0.424970 2.937030 0.0 0.0 0.0
H -4.036335 -2.628335 4.860153 0.0 0.0 0.0
H -4.076005 -0.905365 5.133250 0.0 0.0 0.0
H -1.897608 -2.590896 3.910117 0.0 0.0 0.0
H -1.760006 -1.187123 4.929237 0.0 0.0 0.0
H -0.985038 -0.595474 2.698451 0.0 -0.1 -0.1
H -2.505877 0.232043 2.938718 0.0 0.0 0.0
H -2.127616 -2.553631 -0.905875 0.0 0.0 0.0
H -4.924484 -1.551211 -1.264908 0.0 0.0 0.0
H -4.321564 -3.167350 -1.009435 0.0 0.0 0.0
H -4.505935 -1.636943 -3.634454 0.0 0.0 0.0
H -5.248715 -3.157234 -3.215490 0.0 0.0 0.0
H -3.304827 -3.561354 -4.686344 0.0 0.0 0.0
H -3.010527 -4.241994 -3.109217 0.0 0.0 0.0
H -1.513694 -2.095749 -4.493974 0.0 0.0 0.0
H -1.033335 -3.078249 -3.127966 0.0 0.0 0.0
H -2.608862 -0.476935 -3.062083 0.0 0.0 0.0
H -1.059307 -0.811874 -2.338930 0.0 -0.1 0.0
C 1.493831 1.775449 -8.308106 0.0 0.0 0.0
C 2.018155 1.512878 -6.904371 0.0 0.0 0.0
C 0.907126 1.282943 -5.885956 0.0 0.0 -0.1
C 1.443280 0.904846 -4.507408 0.1 -0.3 -0.1
Ge 2.439254 -0.795681 -4.562561 0.2 0.6 0.0
C 4.387964 -0.880161 -4.375829 -0.3 -0.1 -0.1
C 5.057051 0.303909 -3.679197 0.0 0.0 0.1
C 5.132263 1.567020 -4.528355 0.0 0.0 -0.1
C 6.011382 2.635595 -3.895358 0.0 0.0 0.0
H 2.304747 1.929387 -9.017778 0.0 0.0 0.0
H 0.865049 2.666423 -8.325163 0.0 0.0 0.0
H 0.891013 0.939295 -8.664863 0.0 0.0 0.0
H 2.637300 2.352085 -6.574883 0.0 0.0 0.0
H 2.691204 0.643804 -6.924224 0.0 0.0 0.0
H 0.233078 0.503280 -6.257016 0.0 0.0 0.0
H 0.300750 2.189963 -5.808088 0.0 0.0 0.0
H 0.638201 0.755300 -3.785075 0.0 0.0 0.0
H 2.089365 1.685024 -4.107364 0.0 0.0 0.0
H 1.926842 -1.733195 -5.656197 -0.1 -0.1 0.0
H 4.791314 -1.032922 -5.380630 0.1 0.1 0.0
H 4.575187 -1.811510 -3.835516 0.0 0.0 0.0
H 6.074897 0.013451 -3.401767 0.0 0.0 0.0
H 4.545021 0.525542 -2.736864 0.0 0.0 0.0
H 4.130209 1.970599 -4.689273 0.0 0.0 0.0
H 5.510714 1.309208 -5.523012 0.1 0.0 0.0
H 5.627888 2.927713 -2.916223 0.0 0.0 0.0
H 6.060734 3.531544 -4.512481 0.0 0.0 0.0
H 7.030019 2.270089 -3.756277 0.0 0.0 0.0
S 0.971424 -2.623404 -0.515585 -0.2 -0.2 0.3
C 1.475616 -2.076824 -1.944329 0.2 0.5 -0.2
N 1.838900 -1.603553 -2.947915 -0.1 -0.4 0.2
```
Forces are in eV/Å.

LUMO ... -2.036 eV
Maximum force ... 0.0394 Eh/bohr
Relative energy (zero: lowest compared OMol25 entry of this formula, charge and spin) ... 0.000 eV
E_HOMO ... -0.40690 Eh
Kohn-Sham gap ... 9.04 eV
Total charge ... +1

Here are the Mulliken charges for atoms 1 to 2, given in e:
1. Ba 1.576
2. F -0.272

=====

Among the records above, which one has the highest total charge?
C45H62BaBrClF4GeNO4P2S

=====

Look up the LUMO of the second one.
-2.036 eV

=====

Which of these has the highest LUMO?
C45H62AsN3NaPS2Si

=====

The lowest Kohn-Sham gap belongs to which entry?
C45H62AsN3NaPS2Si